# 1
Computed, not measured: a 2-piece molecular cluster, C4H11NO overall, with wB97M-V/def2-TZVPD.

Molar mass in u: 89.14
E_tot in Eh: -288.9570
LUMO in eV: 0.842
Energy relative to the best compared isomer or geometry (same formula, charge and spin) in kcal per mole: 37.7
SMILES: C1CCNC1.O

Each line ends with the Löwdin charge.
CARTESIAN COORDINATES (ANGSTROEM)
1 C -0.4087 0.5503 0.8434  -0.243
2 N 1.0929 0.5456 0.6699  -0.056
3 C 1.3452 0.4976 -0.8048  -0.208
4 C -0.0492 0.2287 -1.5163  -0.164
5 C -1.0239 0.8379 -0.5131  -0.203
6 H -0.8354 1.1507 1.6485  0.107
7 H -0.7407 -0.4146 1.2019  0.056
8 H 1.2727 1.4918 0.9965  0.081
9 H 2.0281 -0.3510 -0.8954  0.098
10 H 1.7346 1.4499 -1.1644  0.098
11 H 0.0709 0.6579 -2.5231  0.104
12 H -0.0161 -0.8596 -1.5128  0.099
13 H -1.9762 0.2500 -0.5074  0.111
14 H -1.3530 1.8735 -0.6642  0.105
15 H -0.7846 -3.1758 1.2015  0.051
16 H -0.3017 -2.1883 2.1963  0.028
17 O -0.0547 -2.5446 1.3435  -0.064

---

# 2
Computed, not measured: C31H27N9O2ReS as an isolated structure, with wB97M-V/def2-TZVPD.

Spin multiplicity: 2
Molar mass in u: 775.89
E_tot in Eh: -2316.8950
LUMO (spin up / spin down) in eV: -6.490 / -7.048
Energy relative to the best compared isomer or geometry (same formula, charge and spin) in kcal per mole: 3.4
<S²>: 0.76
Charge: +2

Each line ends with the Löwdin charge.
CARTESIAN COORDINATES (ANGSTROEM)
1 Re 0.1073 -0.0143 0.5883  1.504
2 C -1.5416 4.5671 3.5512  -0.055
3 C -1.6420 3.2970 4.0982  -0.063
4 C -1.6036 2.1732 3.2814  -0.046
5 C -1.4546 2.3267 1.9124  -0.305
6 C -1.3882 3.6003 1.3557  -0.058
7 C -1.4280 4.7177 2.1746  -0.061
8 N -1.4732 1.1762 1.0502  -0.096
9 C -2.6352 0.9911 0.3470  -0.205
10 C -3.7783 1.8111 0.3613  0.016
11 C -4.8576 1.4482 -0.4068  -0.026
12 C -4.8584 0.2821 -1.1992  -0.043
13 C -3.7696 -0.5463 -1.2002  0.015
14 C -2.6655 -0.1736 -0.4199  -0.196
15 N -1.5422 -0.9447 -0.2103  -0.099
16 N -1.5463 -2.1243 -0.7085  0.129
17 C -0.4678 -2.8221 -0.2866  -0.302
18 C -0.3364 -4.1811 -0.5971  0.033
19 C 0.7050 -4.8806 -0.0502  -0.014
20 C 1.5855 -4.2130 0.8106  -0.017
21 C 1.4149 -2.8770 1.0531  -0.149
22 N 0.4165 -2.1542 0.4890  -0.079
23 H -1.5833 5.4382 4.1912  0.115
24 H -1.7791 3.1783 5.1657  0.116
25 H -1.7166 1.1841 3.7034  0.097
26 H -1.3404 3.7091 0.2768  0.127
27 H -1.3957 5.7082 1.7381  0.117
28 H -3.8144 2.7024 0.9695  0.120
29 H -5.7391 2.0759 -0.3985  0.122
30 H -5.7260 0.0392 -1.7960  0.119
31 H -3.7459 -1.4592 -1.7764  0.119
32 H -1.0822 -4.6317 -1.2355  0.132
33 H 0.8345 -5.9335 -0.2595  0.128
34 H 2.3976 -4.7346 1.2965  0.123
35 H 2.0718 -2.3522 1.7254  0.081
36 C 1.3909 1.2051 5.3920  0.018
37 N 2.3076 0.9927 4.2746  -0.091
38 C 3.5776 1.5234 4.1766  0.004
39 C 4.0610 1.1917 2.9720  -0.009
40 N 3.0735 0.4415 2.3261  0.022
41 C 1.9900 0.3536 3.1481  -0.615
42 S 0.5012 -0.4714 2.9264  0.790
43 C 3.3013 -0.1740 1.0724  -0.234
44 C 4.5929 -0.5822 0.7731  0.033
45 C 4.8651 -1.1009 -0.4784  0.006
46 C 3.8370 -1.2119 -1.4003  0.001
47 C 2.5713 -0.8337 -1.0137  -0.089
48 N 2.2935 -0.3240 0.2039  -0.018
49 H 1.9158 1.7702 6.1560  0.107
50 H 1.0710 0.2502 5.8023  0.102
51 H 0.5306 1.7702 5.0389  0.078
52 H 4.0087 2.1128 4.9662  0.147
53 H 4.9875 1.4523 2.4961  0.138
54 H 5.3689 -0.5155 1.5204  0.128
55 H 5.8680 -1.4243 -0.7232  0.134
56 H 4.0001 -1.6038 -2.3937  0.130
57 H 1.7308 -0.9294 -1.6862  0.122
58 C 2.1274 5.3626 1.0266  0.024
59 N 1.6515 4.1746 0.3105  -0.019
60 C 1.3905 4.2016 -1.0161  -0.004
61 C 0.9110 3.1281 -1.7010  0.046
62 C 0.6871 1.9780 -0.9236  -0.460
63 O 0.1782 0.8560 -1.3202  -0.115
64 N 0.9642 1.9482 0.3924  0.040
65 C 1.4509 3.0281 1.0871  -0.487
66 O 1.6956 3.0214 2.2735  0.094
67 H 2.1705 6.1953 0.3308  0.101
68 H 3.1143 5.1756 1.4431  0.105
69 H 1.4424 5.5895 1.8402  0.095
70 H 1.5820 5.1474 -1.5056  0.147
71 H 0.6901 3.1594 -2.7553  0.131

---

# 3
Computed, not measured: C36H27Cl2NO3RuSTe as an isolated structure, with wB97M-V/def2-TZVPD.

Spin multiplicity: 2
Molar mass in u: 853.26
E_tot in Eh: -3349.8564
LUMO (spin up / spin down) in eV: -2.778 / -5.346
<S²>: 0.77
Charge: +1

Each line ends with the Löwdin charge.
CARTESIAN COORDINATES (ANGSTROEM)
1 Ru -0.3045 0.7783 -0.4629  0.530
2 C 3.1188 -1.5333 5.3655  -0.042
3 C 2.2483 -0.8760 4.3269  -0.246
4 C 0.9954 -0.3474 4.6569  0.039
5 C 0.1628 0.2527 3.7318  -0.058
6 C -1.2077 0.6911 4.1350  -0.297
7 O -2.1483 0.7031 3.3666  0.100
8 C -1.4243 1.1038 5.5630  -0.168
9 C -0.5271 1.9367 6.2245  -0.049
10 C -0.7981 2.3688 7.5143  -0.069
11 C -1.9540 1.9470 8.1566  -0.074
12 C -2.8462 1.1068 7.5034  -0.065
13 C -2.5888 0.6970 6.2047  -0.015
14 C 0.5847 0.3715 2.3762  -0.302
15 O -0.2005 0.9758 1.5563  -0.297
16 C 1.8670 -0.1396 2.0238  -0.074
17 C 2.6539 -0.7567 3.0180  0.029
18 C 2.4494 0.0705 0.7044  -0.173
19 N 1.7672 0.3956 -0.3535  -0.071
20 C 2.4690 0.9188 -1.5447  -0.276
21 C 2.4781 2.4468 -1.5053  -0.384
22 Te 0.5570 3.1750 -0.8815  1.531
23 C 1.0317 3.7054 1.1081  -0.495
24 C -0.0410 3.7944 1.9870  -0.145
25 C 0.1930 4.0786 3.3230  -0.064
26 C 1.4906 4.2768 3.7767  -0.069
27 C 2.5543 4.2065 2.8910  -0.069
28 C 2.3281 3.9222 1.5489  -0.131
29 C 3.9352 -0.0747 0.5969  -0.225
30 C 4.7741 0.8655 1.1831  -0.026
31 C 6.1510 0.7256 1.0807  -0.056
32 C 6.6915 -0.3638 0.4123  -0.065
33 C 5.8543 -1.3136 -0.1583  -0.057
34 C 4.4781 -1.1674 -0.0721  -0.034
35 H 2.5524 -1.7467 6.2712  0.078
36 H 3.9574 -0.8933 5.6463  0.084
37 H 3.5308 -2.4749 5.0019  0.082
38 H 0.6478 -0.4463 5.6788  0.129
39 H 0.3841 2.2477 5.7260  0.104
40 H -0.1067 3.0293 8.0210  0.106
41 H -2.1604 2.2738 9.1673  0.107
42 H -3.7472 0.7790 8.0046  0.108
43 H -3.2900 0.0665 5.6734  0.119
44 H 3.6208 -1.1588 2.7423  0.129
45 H 1.9385 0.5735 -2.4289  0.092
46 H 3.4930 0.5596 -1.6234  0.114
47 H 2.6946 2.8787 -2.4807  0.062
48 H 3.2123 2.8239 -0.7984  0.038
49 H -1.0561 3.6102 1.6556  0.099
50 H -0.6415 4.1338 4.0106  0.115
51 H 1.6703 4.4986 4.8207  0.110
52 H 3.5640 4.3823 3.2390  0.111
53 H 3.1693 3.8967 0.8704  0.086
54 H 4.3462 1.6922 1.7385  0.114
55 H 6.8020 1.4602 1.5357  0.111
56 H 7.7648 -0.4772 0.3413  0.110
57 H 6.2733 -2.1699 -0.6695  0.112
58 H 3.8213 -1.9054 -0.5177  0.128
59 Cl -1.0275 -1.4855 0.1102  0.841
60 C -2.7745 -1.3606 0.0303  -0.569
61 C -3.4883 -2.5255 0.1794  -0.084
62 C -4.8767 -2.4552 0.1587  -0.033
63 C -5.5234 -1.2412 -0.0063  -0.082
64 C -4.7847 -0.0810 -0.1539  -0.666
65 Cl -5.6178 1.4095 -0.3593  0.731
66 C -3.3766 -0.1063 -0.1466  -0.615
67 S -2.4729 1.3579 -0.3263  0.780
68 H -2.9776 -3.4678 0.3172  0.117
69 H -5.4578 -3.3597 0.2741  0.123
70 H -6.6022 -1.1849 -0.0246  0.117
71 O -0.6947 0.3501 -3.4354  0.143
72 C -0.5315 0.5042 -2.3215  -0.384

---

Copy entry 1 word for word.
Computed, not measured: a 2-piece molecular cluster, C4H11NO overall, with wB97M-V/def2-TZVPD.

Molar mass in u: 89.14
E_tot in Eh: -288.9570
LUMO in eV: 0.842
Energy relative to the best compared isomer or geometry (same formula, charge and spin) in kcal per mole: 37.7
SMILES: C1CCNC1.O

Each line ends with the Löwdin charge.
CARTESIAN COORDINATES (ANGSTROEM)
1 C -0.4087 0.5503 0.8434  -0.243
2 N 1.0929 0.5456 0.6699  -0.056
3 C 1.3452 0.4976 -0.8048  -0.208
4 C -0.0492 0.2287 -1.5163  -0.164
5 C -1.0239 0.8379 -0.5131  -0.203
6 H -0.8354 1.1507 1.6485  0.107
7 H -0.7407 -0.4146 1.2019  0.056
8 H 1.2727 1.4918 0.9965  0.081
9 H 2.0281 -0.3510 -0.8954  0.098
10 H 1.7346 1.4499 -1.1644  0.098
11 H 0.0709 0.6579 -2.5231  0.104
12 H -0.0161 -0.8596 -1.5128  0.099
13 H -1.9762 0.2500 -0.5074  0.111
14 H -1.3530 1.8735 -0.6642  0.105
15 H -0.7846 -3.1758 1.2015  0.051
16 H -0.3017 -2.1883 2.1963  0.028
17 O -0.0547 -2.5446 1.3435  -0.064